Density functional theory data (the ωB97M-V functional and the def2-TZVPD basis) for a structure of composition C5H16FeN8O7 at a distorted geometry.

Values from the calculation:
**Max |F|**: 0.0318 hartree/bohr
**Multiplicity**: 5
**Energy**: -66090.4516 eV

Last column: Löwdin charge in e.
Geometry (Å):
Fe 11.140 5.023 -4.797  0.775
C 8.914 5.770 -5.627  -0.920
O 7.824 5.764 -6.222  -0.063
O 10.054 6.124 -6.197  -0.185
O 9.116 5.218 -4.452  -0.184
C 9.674 2.529 -6.217  -0.630
O 10.695 3.162 -5.963  -0.020
N 8.895 2.873 -7.268  0.198
N 9.183 1.563 -5.399  0.177
H 9.176 3.710 -7.749  0.116
H 8.046 2.397 -7.503  0.103
H 9.753 1.091 -4.725  0.091
H 8.262 1.189 -5.543  0.097
C 14.046 4.620 -6.324  -0.623
O 13.021 4.931 -5.743  0.012
N 15.212 4.320 -5.685  0.169
N 14.074 4.544 -7.676  0.179
H 16.037 4.226 -6.249  0.095
H 15.303 4.301 -4.689  0.106
H 13.239 4.782 -8.180  0.122
H 14.870 4.216 -8.190  0.099
C 12.321 7.291 -2.738  -0.621
O 11.785 6.378 -3.352  0.004
N 12.079 8.579 -3.090  0.182
N 13.133 7.071 -1.673  0.165
H 12.521 9.385 -2.692  0.101
H 11.528 8.676 -3.927  0.123
H 13.209 6.124 -1.348  0.106
H 13.259 7.772 -0.964  0.099
C 10.857 2.829 -2.437  -0.645
O 11.326 3.579 -3.272  -0.009
N 11.490 1.680 -2.081  0.166
N 9.753 3.176 -1.734  0.195
H 12.298 1.445 -2.627  0.107
H 11.137 1.012 -1.422  0.098
H 9.292 2.535 -1.116  0.099
H 9.272 4.024 -1.991  0.114

Cartesian forces (eV/Å) of the 6 atoms listed first:
Fe -1.30 0.33 -0.94
C -0.15 -1.28 -0.68
O 0.20 0.53 0.33
O 0.66 0.22 0.06
O -0.37 0.00 0.81
C -0.71 1.29 0.23